Record 1
{"formula": "C2H5F", "method": "ωB97M-V with the def2-TZVPD basis set", "relative_energy_ev": 1.6681, "e_lumo_ev": 1.186, "homo_energy_ev": -10.6, "charge": 0, "species": ["C", "C", "F", "H", "H", "H", "H", "H"], "coordinates": [[-0.638, -0.536, 0.017], [0.560, 0.435, -0.042], [1.783, -0.149, 0.061], [-0.549, -1.097, 0.871], [-1.488, -0.024, -0.058], [-0.713, -1.252, -0.912], [0.422, 1.537, 0.940], [0.624, 1.087, -0.878]], "nbo_charge": [-0.64, 0.13, -0.36, 0.22, 0.22, 0.21, 0.08, 0.16]}

Record 2
{"formula": "C2H5F3OP", "method": "ωB97M-V with the def2-TZVPD basis set", "relative_energy_ev": 0.8086, "e_lumo_ev": -5.510, "homo_energy_ev": -15.7, "charge": 1, "species": ["C", "C", "O", "F", "F", "F", "P", "H", "H", "H", "H", "H"], "coordinates": [[-1.054, -0.887, -1.170], [-1.979, -1.193, -0.247], [-2.706, -1.500, 0.541], [-4.836, 0.479, 1.378], [-5.726, -0.893, -0.186], [-3.891, 0.581, -0.695], [-5.468, 0.657, -0.031], [0.071, -0.754, -0.862], [-1.201, -1.728, -1.846], [-1.159, -0.052, -1.852], [2.256, 1.047, 0.663], [2.737, 1.672, 0.423]], "nbo_charge": [-0.89, 0.98, -0.20, -0.57, -0.57, -0.64, 1.80, 0.38, 0.35, 0.37, -0.04, 0.04]}

Record 3
{"formula": "C2H5FIN", "method": "ωB97M-V with the def2-TZVPD basis set", "relative_energy_ev": 1.1356, "smiles": "C=C(F)I.N", "e_lumo_ev": 0.528, "homo_energy_ev": -9.5, "charge": 0, "species": ["C", "C", "F", "I", "H", "H", "N", "H", "H", "H"], "coordinates": [[0.740, 0.920, 0.768], [1.520, 0.222, -0.008], [1.552, 0.264, -1.365], [2.963, -0.998, 0.723], [-0.003, 1.701, 0.373], [0.797, 0.955, 1.903], [-1.953, -0.512, -0.679], [-1.098, -0.600, -0.259], [-2.617, -0.822, -0.034], [-1.901, -1.130, -1.421]], "nbo_charge": [-0.52, 0.20, -0.33, 0.16, 0.25, 0.24, -1.05, 0.35, 0.35, 0.35]}

Record 4
{"formula": "C2H5FIP", "method": "ωB97M-V with the def2-TZVPD basis set", "relative_energy_ev": 5.0920, "e_lumo_ev": [-1.657, -1.658], "homo_energy_ev": [-8.9, -8.9], "charge": 0, "species": ["C", "C", "F", "P", "I", "H", "H", "H", "H", "H"], "coordinates": [[1.253, 0.264, 0.147], [0.005, -0.347, 0.411], [-1.054, -0.912, -1.650], [-1.441, 0.618, 0.335], [-0.290, -2.324, 1.367], [1.185, 1.385, 0.593], [2.126, -0.136, 0.734], [1.531, 0.393, -0.921], [-2.122, -0.424, -0.278], [-1.193, 1.485, -0.739]], "nbo_charge": [-0.81, -0.11, -0.76, 0.41, 0.28, 0.26, 0.25, 0.31, 0.14, 0.03]}

Record 5
{"formula": "C2H5FN2O3", "method": "ωB97M-V with the def2-TZVPD basis set", "relative_energy_ev": 0.0340, "smiles": "N[C@@](F)(CO)[N+](=O)[O-]", "e_lumo_ev": 0.309, "homo_energy_ev": -10.2, "charge": 0, "species": ["N", "C", "F", "C", "O", "N", "O", "O", "H", "H", "H", "H", "H"], "coordinates": [[-0.487, 1.133, -1.068], [-0.122, 0.432, 0.092], [-0.960, 0.879, 1.096], [-0.193, -1.146, 0.048], [-0.188, -1.662, 1.283], [1.282, 0.886, 0.411], [2.008, 0.386, -0.376], [1.481, 1.799, 1.175], [-1.505, 1.012, -1.230], [-0.016, 0.816, -1.929], [0.830, -1.381, -0.374], [-1.016, -1.328, -0.607], [-1.114, -1.826, 1.479]], "nbo_charge": [-0.85, 0.53, -0.33, -0.12, -0.67, 0.52, -0.38, -0.33, 0.38, 0.39, 0.21, 0.17, 0.48]}

Record 6
{"formula": "C2H5FN2OS", "method": "ωB97M-V with the def2-TZVPD basis set", "relative_energy_ev": 2.8695, "smiles": "ON/C(CF)=N\\S", "e_lumo_ev": 0.413, "homo_energy_ev": -8.6, "charge": 0, "species": ["O", "N", "C", "C", "F", "N", "S", "H", "H", "H", "H", "H"], "coordinates": [[-1.101, 1.825, 0.056], [0.110, 1.164, 0.025], [0.123, -0.296, 0.113], [-1.152, -1.091, 0.261], [-2.063, -0.762, -0.752], [1.273, -0.903, 0.201], [2.666, 0.106, -0.257], [-1.620, 1.969, -0.749], [0.820, 2.036, 0.013], [-1.481, -0.734, 1.305], [-1.152, -2.199, 0.624], [3.576, -1.115, -0.841]], "nbo_charge": [-0.59, -0.38, 0.36, -0.02, -0.35, -0.59, 0.07, 0.47, 0.44, 0.19, 0.23, 0.16]}

Record 7
{"formula": "C2H5FO2", "method": "ωB97M-V with the def2-TZVPD basis set", "relative_energy_ev": 0.0000, "smiles": "O=C(O)F.C", "e_lumo_ev": 0.361, "homo_energy_ev": -12.3, "charge": 0, "species": ["O", "C", "O", "F", "H", "C", "H", "H", "H", "H"], "coordinates": [[-0.114, 0.207, 2.731], [0.335, 0.966, 1.964], [-0.169, 1.393, 0.839], [1.553, 1.557, 2.173], [0.416, 2.005, 0.359], [-0.401, -1.225, -1.611], [-1.434, -1.306, -1.928], [-0.186, -0.195, -1.367], [0.244, -1.554, -2.417], [-0.243, -1.848, -0.742]], "nbo_charge": [-0.54, 1.05, -0.67, -0.36, 0.51, -0.84, 0.21, 0.20, 0.21, 0.22]}

Record 8
{"formula": "C2H5FOS", "method": "ωB97M-V with the def2-TZVPD basis set", "relative_energy_ev": 4.8479, "e_lumo_ev": [-1.112, -1.208], "homo_energy_ev": [-9.6, -9.7], "charge": 0, "species": ["C", "C", "O", "F", "S", "H", "H", "H", "H", "H"], "coordinates": [[-0.776, -0.459, -0.134], [-0.106, 0.769, 0.517], [1.152, 0.000, -2.043], [1.861, -0.970, 0.828], [1.635, 0.476, 0.157], [-1.797, -0.315, -0.099], [-0.476, -0.561, -1.253], [-0.581, -1.316, 0.502], [-0.446, 0.851, 1.581], [-0.466, 1.525, -0.056]], "nbo_charge": [-0.63, -0.60, -0.49, -0.46, 0.99, 0.21, 0.28, 0.21, 0.24, 0.25]}

Record 9
{"formula": "C2H5FS", "method": "ωB97M-V with the def2-TZVPD basis set", "relative_energy_ev": 0.3894, "smiles": "CC=S.F", "e_lumo_ev": 0.162, "homo_energy_ev": -8.5, "charge": 0, "species": ["C", "C", "S", "H", "H", "H", "H", "F", "H"], "coordinates": [[-1.235, 0.150, 1.213], [-0.636, -0.079, -0.136], [0.884, 0.243, -0.571], [-1.616, -0.799, 1.617], [-2.098, 0.823, 1.124], [-0.518, 0.575, 1.908], [-1.321, -0.506, -0.871], [3.356, -0.053, -1.711], [3.184, -0.355, -2.575]], "nbo_charge": [-0.69, -0.26, 0.06, 0.23, 0.23, 0.23, 0.18, -0.55, 0.56]}

Record 10
{"formula": "C2H5FSi", "method": "ωB97M-V with the def2-TZVPD basis set", "relative_energy_ev": 6.6397, "smiles": "[SiH4].C#CF", "e_lumo_ev": 0.507, "homo_energy_ev": -10.9, "charge": 0, "species": ["Si", "H", "H", "H", "H", "C", "C", "F", "H"], "coordinates": [[-0.450, -0.429, 0.718], [-0.032, 0.318, -0.395], [0.484, -0.140, 1.893], [-0.341, -1.968, 0.199], [-2.000, -0.293, 0.827], [1.454, 0.665, -2.583], [1.464, 1.157, -1.440], [1.482, 1.958, -0.402], [0.644, 0.086, -2.157]], "nbo_charge": [0.61, -0.23, -0.12, -0.13, -0.12, -0.41, 0.38, -0.26, 0.28]}

Record 11
{"formula": "C2H5FSi", "method": "ωB97M-V with the def2-TZVPD basis set", "relative_energy_ev": 1.0181, "smiles": "C=C[SiH2]F", "e_lumo_ev": 0.822, "homo_energy_ev": -10.1, "charge": 0, "species": ["C", "C", "Si", "F", "H", "H", "H", "H", "H"], "coordinates": [[1.067, -0.547, -0.301], [-0.255, -0.636, -0.369], [-1.189, 1.357, -0.163], [-0.667, 2.308, -1.369], [1.803, -1.285, -0.440], [1.646, 0.457, -0.355], [-0.709, -1.584, -0.417], [-2.450, 0.977, -0.571], [-0.803, 2.114, 1.023]], "nbo_charge": [-0.40, -0.54, 1.45, -0.65, 0.19, 0.18, 0.20, -0.23, -0.19]}

Record 12
{"formula": "C2H5I2N2O", "method": "ωB97M-V with the def2-TZVPD basis set", "relative_energy_ev": 2.5439, "e_lumo_ev": -6.610, "homo_energy_ev": -13.2, "charge": 1, "species": ["C", "C", "N", "N", "O", "I", "I", "H", "H", "H", "H", "H"], "coordinates": [[-0.509, -0.174, 0.113], [1.673, -0.042, -0.783], [-1.671, -0.406, 0.628], [0.467, -0.742, -0.398], [0.035, 1.818, 0.689], [-2.797, -2.186, 0.782], [-1.295, 2.550, 1.767], [1.567, 0.981, -0.530], [1.644, -0.032, -2.011], [2.513, -0.737, -0.464], [-1.991, 0.603, 1.123], [0.366, -1.633, -0.916]], "nbo_charge": [0.81, -0.41, -0.81, -0.57, -0.82, 0.52, 0.72, 0.27, 0.22, 0.25, 0.38, 0.45]}

Record 13
{"formula": "C2H5I2OP", "method": "ωB97M-V with the def2-TZVPD basis set", "relative_energy_ev": 0.3677, "e_lumo_ev": -0.502, "homo_energy_ev": -9.1, "charge": 0, "species": ["C", "C", "O", "P", "I", "I", "H", "H", "H", "H", "H"], "coordinates": [[-0.597, -0.599, -1.376], [-0.169, 0.414, -0.421], [1.276, 0.231, 0.141], [1.689, 0.234, 1.669], [0.562, -1.658, 2.696], [0.023, 2.021, 2.618], [-0.160, -1.585, -1.091], [-1.683, -0.762, -1.451], [-0.135, -0.442, -2.362], [-0.770, 0.750, 0.514], [-0.035, 1.395, -0.938]], "nbo_charge": [-0.67, -0.08, -0.88, 0.92, -0.17, -0.25, 0.24, 0.24, 0.22, 0.22, 0.20]}

Record 14
{"formula": "C2H5IN2", "method": "ωB97M-V with the def2-TZVPD basis set", "relative_energy_ev": 0.5549, "smiles": "[H]/N=N/[C@@H](C)I", "e_lumo_ev": -0.063, "homo_energy_ev": -9.6, "charge": 0, "species": ["H", "N", "N", "C", "C", "I", "H", "H", "H", "H"], "coordinates": [[1.268, 0.600, -2.842], [0.668, 0.873, -2.037], [1.063, 0.208, -1.044], [0.492, 0.737, 0.187], [-0.225, -0.506, 0.859], [2.252, 1.373, 1.295], [-0.040, 1.688, -0.121], [0.467, -1.316, 1.363], [-0.978, -0.169, 1.615], [-0.678, -1.081, -0.001]], "nbo_charge": [0.33, -0.34, -0.16, -0.20, -0.65, 0.09, 0.24, 0.24, 0.23, 0.23]}

Record 15
{"formula": "C2H5IN3O", "method": "ωB97M-V with the def2-TZVPD basis set", "relative_energy_ev": 0.3996, "e_lumo_ev": -5.130, "homo_energy_ev": -14.5, "charge": 1, "species": ["C", "C", "N", "N", "N", "O", "I", "H", "H", "H", "H", "H"], "coordinates": [[0.672, 0.042, 1.200], [-1.180, -0.261, -0.306], [-0.754, 0.075, 0.979], [1.340, 0.078, -0.053], [0.476, 0.229, -1.144], [1.323, 0.016, 2.204], [-1.612, -2.295, -0.741], [-2.027, 0.340, -0.682], [-1.233, 0.512, 1.753], [2.138, 0.662, 0.139], [0.671, -0.522, -1.776], [0.186, 1.125, -1.572]], "nbo_charge": [0.77, 0.02, -0.71, -0.49, -0.42, -0.49, 0.29, 0.25, 0.47, 0.44, 0.43, 0.43]}

Record 16
{"formula": "C2H5IO2", "method": "ωB97M-V with the def2-TZVPD basis set", "relative_energy_ev": 6.8844, "e_lumo_ev": [-3.159, -3.137], "homo_energy_ev": [-9.2, -9.2], "charge": 0, "species": ["C", "C", "O", "O", "I", "H", "H", "H", "H", "H"], "coordinates": [[1.135, 0.556, -0.684], [0.309, 0.276, 0.580], [-0.412, -0.962, 0.537], [-2.430, -0.928, -0.495], [-3.279, -2.026, 0.698], [1.729, -0.224, -0.847], [0.671, 0.560, -1.666], [1.808, 1.427, -0.380], [-0.482, 1.102, 0.799], [0.951, 0.219, 1.457]], "nbo_charge": [-0.64, -0.11, -0.36, -0.65, 0.71, 0.21, 0.23, 0.21, 0.19, 0.22]}

Record 17
{"formula": "C2H5IOS", "method": "ωB97M-V with the def2-TZVPD basis set", "relative_energy_ev": 0.7106, "smiles": "C[C@](O)(S)I", "e_lumo_ev": -0.055, "homo_energy_ev": -9.3, "charge": 0, "species": ["C", "C", "O", "S", "I", "H", "H", "H", "H", "H"], "coordinates": [[-0.050, -0.531, 0.166], [0.911, 0.576, 0.516], [0.739, 0.899, 1.800], [0.620, 2.026, -0.599], [2.991, -0.195, 0.249], [-0.111, -0.814, -0.962], [0.123, -1.528, 0.599], [-1.106, -0.199, 0.238], [1.472, 1.362, 2.265], [-0.696, 2.020, -0.990]], "nbo_charge": [-0.70, 0.11, -0.73, -0.07, 0.03, 0.24, 0.24, 0.23, 0.50, 0.14]}

Record 18
{"formula": "C2H5IP2", "method": "ωB97M-V with the def2-TZVPD basis set", "relative_energy_ev": 1.2686, "smiles": "C=C=P#[PH2].I", "e_lumo_ev": 0.110, "homo_energy_ev": -8.7, "charge": 0, "species": ["C", "C", "P", "P", "H", "H", "H", "H", "I", "H"], "coordinates": [[0.221, -1.640, -0.902], [-0.428, -0.469, -0.837], [-1.316, 0.925, -0.914], [-2.490, 0.699, 0.946], [1.025, -1.763, -0.220], [-0.068, -2.536, -1.449], [-3.497, 1.382, 0.419], [-1.968, 1.769, 1.690], [4.864, 0.610, 0.173], [3.656, 1.024, 1.094]], "nbo_charge": [-0.47, -0.34, 0.35, 0.03, 0.22, 0.23, -0.03, 0.00, -0.10, 0.10]}

Record 19
{"formula": "C2H5InO9PS", "method": "ωB97M-V with the def2-TZVPD basis set", "relative_energy_ev": 1.2095, "e_lumo_ev": 5.314, "homo_energy_ev": 1.7, "charge": -3, "species": ["In", "C", "C", "O", "H", "H", "H", "H", "H", "P", "O", "O", "O", "O", "S", "O", "O", "O", "O"], "coordinates": [[0.112, -1.326, 0.692], [2.561, -0.198, -3.606], [1.730, 0.772, -2.798], [1.068, 0.185, -1.687], [3.144, 0.261, -4.405], [2.042, -0.925, -4.231], [3.279, -0.777, -3.025], [1.110, 1.355, -3.479], [2.327, 1.575, -2.366], [-3.343, -0.941, 1.290], [-2.426, -2.097, 1.819], [-2.422, 0.039, 0.498], [-3.864, -0.163, 2.463], [-4.445, -1.421, 0.338], [-0.176, 0.751, 3.698], [-1.502, 1.194, 4.139], [-0.184, -0.685, 3.695], [0.144, 1.153, 2.320], [0.845, 1.249, 4.647]], "nbo_charge": [0.86, -0.62, -0.06, -0.96, 0.14, 0.17, 0.18, 0.08, 0.10, 2.41, -0.97, -0.85, -0.84, -1.04, 2.59, -1.00, -1.04, -1.05, -1.10]}

Record 20
{"formula": "C2H5N", "method": "ωB97M-V with the def2-TZVPD basis set", "relative_energy_ev": 4.1079, "e_lumo_ev": [0.903, 0.968], "homo_energy_ev": [-7.1, -7.7], "charge": 0, "species": ["C", "C", "N", "H", "H", "H", "H", "H"], "coordinates": [[1.213, -0.166, -0.531], [-1.216, 0.306, 0.118], [1.841, 0.225, 0.406], [1.123, -0.583, -1.597], [-1.107, -0.358, 1.025], [-1.703, -0.109, -0.772], [-0.854, 1.306, 0.175], [2.848, 0.375, 0.503]], "nbo_charge": [0.17, -0.65, -0.65, 0.20, 0.19, 0.18, 0.18, 0.37]}